Molecular formula: C18H18BiN2O2
Method: DFT, ωB97M-V/def2-TZVPD

Positions of all 41 atoms, in Å:
Bi -0.058 -1.337 0.416
O -1.922 0.055 0.226
O 0.394 -0.528 -1.412
N 0.638 0.656 0.924
N 0.614 1.400 -0.205
C -0.443 -4.165 2.050
C -0.012 1.160 2.029
C 0.325 1.593 -4.975
C 0.602 1.549 -2.590
C -2.141 1.132 0.873
C 1.534 -2.919 2.607
C 0.883 3.610 -3.790
C 0.135 -4.550 0.849
C 0.257 -3.353 2.930
C -3.495 1.738 0.698
C 1.413 -4.115 0.522
C 0.313 0.890 -3.786
C 0.627 2.946 -4.983
C 0.872 2.919 -2.593
C -1.281 1.671 1.854
C 0.553 0.811 -1.335
C 0.681 1.085 3.342
C 2.112 -3.294 1.399
H -1.717 2.350 2.569
H 0.561 0.102 3.801
H 2.101 -2.333 3.314
H 3.123 -2.998 1.171
H -1.429 -4.521 2.313
H 1.747 1.269 3.229
H -4.259 1.063 1.083
H -0.179 -3.094 3.883
H -0.402 -5.205 0.179
H 0.092 1.089 -5.901
H -3.568 2.700 1.196
H 0.262 1.821 4.020
H 1.876 -4.443 -0.395
H 1.087 4.670 -3.802
H 0.079 -0.162 -3.771
H 1.072 3.408 -1.654
H -3.694 1.853 -0.365
H 0.650 3.481 -5.920

Output
- HOMO-LUMO gap (hartree) = 0.2522
- charge = +1
- LUMO energy (eV) = -4.1
- highest occupied orbital energy (Eh) = -0.4033


Molecular formula: C4H5NO
Method: DFT, ωB97M-V/def2-TZVPD

Positions of all 11 atoms, in Å:
O 1.174 -0.223 -1.058
N 0.934 0.383 1.098
C 1.617 0.447 0.032
C -0.019 -0.894 -0.665
C -1.223 0.265 -0.040
C -0.221 -0.428 0.770
H -2.246 -0.118 -0.013
H -0.544 -1.115 1.539
H -0.911 -0.627 -1.293
H -1.106 1.312 -0.275
H 2.546 0.999 -0.094

Output
- HOMO-LUMO gap (hartree) = 0.3514
- charge = 0
- LUMO energy (eV) = 1.0
- structure (SMILES) = C1=N[C@H]2C[C@H]2O1
- highest occupied orbital energy (Eh) = -0.3138


Molecular formula: C29H20N3OP2PdS4Se2
Method: DFT, ωB97M-V/def2-TZVPD

Positions of all 62 atoms, in Å:
Pd 1.586 1.632 -3.466
Se 3.006 0.881 -1.494
Se -4.634 0.044 0.237
S 0.343 2.261 -5.360
S 1.181 3.588 -7.929
S 3.506 2.408 -4.492
S 3.996 3.716 -7.159
P -2.631 -0.598 0.248
P 1.270 0.559 -0.273
O 3.069 4.638 -9.457
N -0.145 0.949 -2.495
N -2.199 0.341 -2.225
N -1.332 0.854 -3.079
C -3.252 -4.586 0.801
C -0.899 -0.778 3.986
C 1.309 1.814 2.261
C 1.540 -0.962 0.663
C 0.824 3.181 0.329
C -2.728 -5.156 -0.356
C 1.020 4.193 2.503
C -1.677 1.467 3.597
C 0.761 -2.083 0.443
C 1.614 2.933 -6.357
C 2.964 -2.251 2.124
C 2.667 -1.054 1.489
C 2.158 -3.369 1.916
C -2.559 -2.403 0.039
C -3.178 -3.214 0.994
C 1.285 2.953 3.062
C -0.234 0.484 -1.218
C -1.573 0.102 -1.043
C -1.278 -1.134 2.693
C -1.861 -0.191 1.850
C -2.138 -4.350 -1.320
C -2.045 1.119 2.306
C 1.064 -3.287 1.068
C -1.113 0.514 4.442
C 2.804 4.096 -8.404
C 0.777 4.306 1.136
C -2.058 -2.974 -1.127
C 1.090 1.930 0.894
C 2.875 2.993 -6.017
H -3.733 -5.211 1.546
H 3.835 -2.320 2.766
H -1.126 -2.146 2.348
H -0.453 -1.521 4.640
H -2.519 1.845 1.656
H 3.318 -0.195 1.608
H 2.396 -4.307 2.406
H 1.486 0.844 2.707
H 0.999 5.077 3.131
H 0.565 5.275 0.697
H 0.669 3.266 -0.738
H -2.791 -6.228 -0.509
H 0.443 -4.159 0.881
H -1.744 -4.789 -2.231
H 1.464 2.863 4.129
H -0.836 0.784 5.456
H -1.622 -2.344 -1.895
H -0.076 -2.026 -0.228
H -1.832 2.483 3.946
H -3.619 -2.758 1.873

Output
- HOMO-LUMO gap (hartree) = 0.2221
- charge = -1
- LUMO energy (eV) = 2.0
- highest occupied orbital energy (Eh) = -0.1502


Molecular formula: C30H38F18INO14P
Method: DFT, ωB97M-V/def2-TZVPD

Positions of all 103 atoms, in Å:
I -2.774 -0.827 -0.378
P -3.334 6.001 -0.222
F -6.406 12.499 -0.490
F 8.425 -6.724 3.106
F -0.699 -1.589 2.815
F 0.174 -0.868 0.945
F -5.271 -3.258 -2.832
F 7.095 0.365 1.429
F -7.330 12.712 -2.424
F -3.314 -3.515 -3.698
F 5.476 2.228 8.475
F 6.191 0.537 -0.513
F 10.524 -6.934 2.675
F 3.327 2.015 8.419
F -8.556 12.626 -0.653
F 4.533 0.523 9.398
F 4.946 0.490 1.249
F 0.863 -0.071 2.958
F -4.284 -1.594 -3.789
F 9.127 -6.551 1.073
O -1.243 0.452 2.201
O -4.321 6.440 0.811
O -1.844 6.623 0.192
O 5.714 -2.179 -0.404
O 6.151 -2.111 1.799
O 8.519 -9.462 2.781
O -5.704 -2.542 -5.954
O -7.803 9.998 -2.369
O 9.760 -9.151 0.934
O -5.056 -4.621 -5.406
O -7.347 10.014 -0.169
O 4.228 1.340 5.990
O 5.014 -0.555 6.908
O -3.712 6.611 -1.717
N -2.287 3.500 0.494
C -3.257 4.130 -0.257
C 9.117 -8.743 2.034
C -6.194 0.639 -4.215
C -0.212 -0.463 2.194
C 9.295 -7.236 2.223
C -4.211 3.388 -1.064
C -5.672 -5.133 -6.603
C 4.606 0.564 7.016
C -2.993 1.300 -0.291
C -5.154 -3.306 -5.212
C 4.483 1.332 8.333
C -2.102 2.120 0.525
C 3.135 -0.116 4.383
C -5.104 1.119 -1.971
C 8.421 -10.930 -0.039
C 6.044 -3.545 1.869
C -4.753 -4.959 -7.795
C -0.935 1.624 1.437
C -4.099 1.910 -1.100
C -4.915 1.319 -3.529
C -4.503 -2.917 -3.884
C 9.713 -10.562 0.663
C 4.339 0.753 4.684
C -6.159 7.940 -0.594
C 5.959 -1.565 0.594
C -7.453 8.582 -0.137
C 7.341 -4.202 1.443
C -7.458 12.112 -1.235
C 6.052 -0.042 0.686
C -7.551 10.591 -1.360
H 8.422 -11.985 -0.316
H -6.130 1.518 -1.712
H 4.382 1.579 3.973
H -5.321 8.307 -0.006
H 3.083 -0.965 5.067
H 5.272 0.195 4.586
H -7.655 8.307 0.899
H -6.213 6.858 -0.491
H 10.560 -10.781 0.013
H -4.935 2.392 -3.850
H -1.679 4.106 1.056
H -5.921 0.165 -5.196
H 3.180 -0.496 3.363
H 8.289 -10.327 -0.939
H -6.604 -0.201 -3.581
H -8.303 8.243 -0.731
H -5.950 8.182 -1.638
H 5.199 -3.901 1.276
H -2.853 6.888 -2.110
H -5.135 0.021 -1.773
H -5.187 -5.418 -8.684
H -5.009 3.928 -1.637
H 2.215 0.452 4.511
H -5.853 -6.193 -6.430
H -3.781 -5.414 -7.599
H -6.642 -4.663 -6.770
H 7.562 -3.990 0.395
H 0.033 1.547 0.859
H 7.559 -10.742 0.603
H -1.936 7.557 0.465
H 8.177 -3.817 2.031
H -0.752 2.453 2.188
H -7.019 1.388 -4.387
H -4.576 -3.902 -8.003
H 5.832 -3.791 2.910
H 9.852 -11.138 1.579
H 7.285 -5.279 1.573
H -4.011 0.790 -3.931

Output
- HOMO-LUMO gap (hartree) = 0.2832
- charge = +1
- LUMO energy (eV) = -4.9
- highest occupied orbital energy (Eh) = -0.4641